Record 1
69
Properties=species:S:1:pos:R:3:forces:R:3 method="wB97M-V/def2-TZVPD" fmax_ev_per_a=2.700 e_lumo_ev="-10.381 / -10.296" homo_lumo_gap_ha="0.1453 / 0.1484" spin_multiplicity=5 s_squared=6.004 total_charge=+3 e_above_lowest_ev=0.075
Ho 0.18595 0.60855 1.07274 0.0 1.7 -0.1
P -0.93011 1.33803 -1.31444 -0.8 0.1 -1.4
P -2.38537 1.02708 2.24315 -1.1 0.4 0.7
P 2.55082 -0.21084 -0.08070 1.5 -0.8 -1.0
H -1.05533 -1.88384 2.51800 0.2 0.6 -0.2
C -0.00509 -1.62457 2.33058 1.2 -0.2 2.4
C 0.69686 -0.74793 3.14034 -0.9 -2.6 0.1
H 0.21821 -0.19654 3.96224 -0.1 -0.1 -0.5
C -1.74266 -0.12178 -2.03025 0.1 -0.2 0.2
C -2.23251 2.61135 -1.32507 0.0 0.3 0.4
C 0.22309 1.91340 -2.60429 0.3 0.1 0.2
C -2.48869 0.57037 4.02057 0.3 -0.2 0.0
C -3.00345 2.75701 2.33854 0.2 0.1 -0.2
C -3.79949 0.13104 1.51754 0.2 -0.2 -0.2
C 3.67488 -1.14712 1.02287 -0.1 0.2 0.4
C 3.63322 0.98639 -0.93125 -0.1 0.4 0.3
C 2.23673 -1.45560 -1.37552 -0.4 0.1 0.1
H 0.50118 -2.34420 1.67011 0.1 0.5 0.0
H 1.79567 -0.72634 3.16877 -0.3 0.1 -0.5
H -2.23992 0.12722 -2.97602 0.1 0.0 0.2
H -2.46803 -0.54638 -1.32563 -0.1 0.2 -0.2
H -0.99172 -0.90147 -2.19571 -0.1 0.2 0.0
H -2.54096 2.84886 -2.35233 0.1 -0.1 0.3
H -1.83926 3.51767 -0.84464 -0.2 -0.1 -0.2
H -3.09985 2.27744 -0.74158 0.2 0.1 -0.3
H -0.31491 2.19778 -3.51947 0.1 -0.1 0.3
H 0.96649 1.13656 -2.82719 -0.3 0.2 -0.1
H 0.76779 2.78685 -2.21719 -0.1 -0.1 -0.2
H -3.54634 0.48858 4.31739 0.4 0.0 0.0
H -1.99866 1.34686 4.62991 -0.2 -0.3 -0.2
H -1.97996 -0.38852 4.19406 -0.3 0.2 0.1
H -4.07023 2.74646 2.60914 0.3 0.0 -0.1
H -2.87903 3.25652 1.36832 -0.2 0.0 0.3
H -2.43676 3.31249 3.10084 -0.3 -0.2 -0.2
H -4.68979 0.26624 2.14569 0.2 0.0 -0.2
H -3.55367 -0.93750 1.46257 -0.2 0.2 0.0
H -4.00454 0.49697 0.50335 0.0 -0.1 0.2
H 4.42818 -1.69490 0.43807 -0.2 0.2 0.2
H 3.08954 -1.85734 1.62428 0.3 0.0 -0.2
H 4.17482 -0.45266 1.71135 0.0 -0.2 -0.1
H 4.48261 0.47876 -1.40860 -0.3 0.1 0.2
H 4.00363 1.70662 -0.19027 0.0 -0.1 -0.3
H 3.05956 1.53582 -1.68959 0.2 -0.2 0.1
H 3.18713 -1.86254 -1.74765 -0.2 0.1 0.1
H 1.66274 -1.03816 -2.21294 0.2 -0.2 0.2
H 1.63799 -2.26859 -0.94421 0.2 0.1 -0.2
C 0.08553 -3.82398 -3.34893 -0.3 -1.1 -0.4
C -0.72154 -4.63485 -4.17451 0.5 0.0 0.8
C -0.65543 -6.01576 -3.95352 0.5 0.0 0.1
C 0.20294 -6.52210 -2.95356 0.1 -0.1 0.0
C 1.15776 -5.69410 -2.33556 0.0 -0.1 -0.7
C 1.19126 -4.33486 -2.66629 -0.7 -0.2 0.3
O -0.28051 -2.53283 -3.06019 -0.6 1.2 -1.1
H -1.10986 -2.31466 -3.55137 1.0 -0.5 0.2
H -1.34877 -4.17710 -4.94758 -0.1 -0.2 0.5
H -1.26480 -6.69672 -4.55941 0.2 0.3 0.4
H 0.17719 -7.58587 -2.68962 0.0 0.5 -0.2
H 1.89309 -6.08087 -1.61600 -0.3 0.0 -0.6
H 2.00097 -3.66402 -2.38702 -0.4 -0.3 0.3
C 1.87823 4.27188 3.38057 -0.1 0.2 0.1
S 0.41066 3.80729 2.47489 0.9 -0.2 0.0
C 0.53846 4.93840 1.07605 -0.1 0.3 0.1
O 0.87902 2.40709 1.92402 -0.5 0.1 -0.3
H 1.63226 5.19267 3.91549 0.1 0.0 0.0
H 2.70442 4.43492 2.68153 -0.2 -0.1 0.1
H 2.10151 3.46715 4.08707 -0.1 0.2 -0.1
H 1.45842 5.53046 1.16673 -0.2 -0.2 -0.2
H 0.52130 4.35752 0.14496 0.0 0.1 0.3
H -0.33290 5.60627 1.13638 0.2 -0.2 -0.1

Record 2
9
Properties=species:S:1:pos:R:3:forces:R:3 method="wB97M-V/def2-TZVPD" fmax_ev_per_a=1.706 e_lumo_ev=-4.077 smiles="C=C[NH3+]" homo_lumo_gap_ha=0.4428 total_charge=+1 e_above_lowest_ev=0.689
C 0.11348 0.52041 0.01473 -0.5 0.6 -0.5
C -0.66166 0.38535 1.07043 1.1 -0.9 0.4
N 0.48263 -0.66193 -0.85048 -0.7 0.0 0.4
H 0.13501 1.40824 -0.61864 0.6 0.0 0.5
H -1.03975 1.22595 1.62905 -0.1 0.2 -0.2
H -0.77803 -0.60366 1.50838 -0.2 0.1 0.1
H 1.31646 -0.57215 -1.43656 -0.4 0.8 -0.3
H -0.42959 -0.62458 -1.32417 0.8 -1.0 -1.1
H 0.62883 -1.59299 -0.44778 -0.5 0.2 0.7

Record 3
86
Properties=species:S:1:pos:R:3:forces:R:3 method="wB97M-V/def2-TZVPD" fmax_ev_per_a=5.876 e_lumo_ev="-6.319 / -9.159" homo_lumo_gap_ha="0.1885 / 0.1790" spin_multiplicity=5 s_squared=6.041 total_charge=+2 e_above_lowest_ev=0.000
Os -0.14173 -0.05676 -0.64116 -1.1 4.7 3.4
C -0.87980 -1.84340 0.29070 -0.4 -1.1 0.3
C 0.50400 -1.97634 -0.09787 0.4 -1.2 0.8
C 0.38512 -0.47070 1.66617 0.7 0.0 -0.3
C -0.93911 -0.90313 1.37935 -0.1 -0.7 0.0
C 1.27348 -1.07454 0.72254 0.3 -0.8 0.9
C -2.03093 -2.68789 -0.16890 -0.2 -0.1 0.1
H -1.74154 -3.31005 -1.02070 -0.2 0.1 0.2
H -2.88208 -2.05543 -0.45384 0.2 -0.3 0.0
H -2.38049 -3.35340 0.63708 0.2 0.2 -0.3
C -2.15929 -0.59248 2.18371 -0.2 0.3 0.0
H -3.07544 -0.78451 1.61490 0.2 0.0 0.1
H -2.17198 0.45638 2.50559 0.1 -0.3 -0.1
H -2.19971 -1.20910 3.09522 0.2 0.0 -0.3
C 0.82687 0.36819 2.81216 0.0 0.5 0.1
H 1.44882 -0.21167 3.50964 -0.2 0.0 -0.3
H -0.02104 0.75857 3.38591 0.2 -0.1 -0.2
H 1.43299 1.22434 2.48642 -0.1 -0.2 0.1
C 2.76497 -1.00392 0.78094 0.2 0.1 0.1
H 3.15648 -1.63740 1.58911 -0.2 0.1 -0.1
H 3.10818 0.01366 0.98582 0.0 -0.2 0.0
H 3.21406 -1.35449 -0.14983 0.0 0.1 0.1
C 1.09816 -3.03660 -0.96570 0.1 -0.1 -0.3
H 1.59424 -3.81366 -0.36687 -0.2 0.2 0.0
H 1.86058 -2.60702 -1.62306 -0.1 -0.2 0.0
H 0.33387 -3.51926 -1.57781 0.2 0.0 0.0
C -1.89386 0.97366 -5.67199 -1.0 -0.5 -0.8
C -1.91404 -0.36211 -5.78731 -0.9 0.7 -1.1
C -1.13956 -1.12352 -6.83339 0.3 -0.3 0.0
C 0.31318 -0.62538 -7.02468 -0.3 -0.3 -0.2
C 0.96002 -0.07282 -5.76668 0.8 0.4 -1.0
C 1.04654 1.24241 -5.52525 0.6 -0.4 -1.2
C 0.25642 2.29088 -6.28053 0.0 0.2 0.0
C -1.19797 1.89973 -6.64151 0.1 0.4 0.0
H -1.65768 -1.07879 -7.80647 0.0 0.0 0.4
H 0.34106 0.10269 -7.85255 0.1 -0.1 0.5
H -1.11076 -2.19052 -6.57010 -0.1 0.2 0.0
H -1.23314 1.50094 -7.66536 -0.1 -0.1 0.4
H -2.61752 1.47101 -5.01923 0.2 -0.3 0.0
H -2.69515 -0.94643 -5.29763 0.3 0.2 0.3
H -1.79112 2.82598 -6.67639 0.2 -0.2 0.0
H 0.22138 3.21413 -5.68517 0.1 -0.2 0.0
H 1.87827 1.63302 -4.94520 -0.4 -0.1 0.5
H 0.77496 2.56867 -7.21132 0.0 -0.1 0.3
H 0.91353 -1.48187 -7.37748 -0.1 0.4 0.2
H 1.57842 -0.80091 -5.23656 0.0 0.4 0.1
P -1.32937 0.21295 -2.54784 0.8 0.3 1.0
P 1.49163 1.53800 -1.44295 -0.9 -1.1 -0.2
C -0.72911 1.81124 -3.15786 0.0 0.5 -1.3
C 0.40503 2.59026 -2.46928 0.3 0.1 0.0
H -1.59887 2.46849 -3.29702 0.2 -0.2 0.0
H -0.37750 1.52506 -4.15103 -0.2 0.4 0.2
H 1.05034 3.08184 -3.21799 -0.4 -0.1 0.1
H -0.02268 3.36392 -1.81652 0.3 -0.2 -0.1
C 2.41248 2.58428 -0.31946 0.1 0.3 0.2
H 3.13379 1.99444 0.25923 -0.1 0.2 -0.2
H 1.70151 3.07199 0.37873 0.5 -0.3 -0.6
H 2.94416 3.35517 -0.89834 0.0 -0.2 0.1
C 2.67129 0.63223 -2.49038 0.3 0.2 -0.2
H 2.99563 1.26948 -3.32412 0.2 -0.3 0.3
H 2.21675 -0.28450 -2.89203 0.1 0.4 0.0
H 3.54044 0.34986 -1.87889 -0.2 0.1 -0.2
C -3.11807 0.21674 -2.49527 -0.5 -0.3 -0.2
H -3.46893 -0.50074 -1.73361 0.1 0.3 -0.4
H -3.49056 -0.07175 -3.49202 -0.1 0.2 0.5
H -3.46815 1.22711 -2.22226 0.2 -0.4 -0.2
C -0.63373 -1.30712 -3.25571 0.0 -0.1 -1.2
H 0.43187 -1.43538 -3.02629 -0.4 0.1 0.1
H -0.71591 -1.22306 -4.33959 0.2 -0.4 0.2
H -1.19466 -2.18415 -2.91024 0.0 0.4 0.0
O 0.75772 5.61238 2.80213 -0.2 -0.7 -0.2
S 0.53942 4.20642 2.97315 0.2 -0.4 0.2
O 1.51938 3.43400 3.71362 -0.8 0.4 -0.9
N 0.20434 3.43172 1.50229 2.5 1.6 0.7
C -0.98909 2.89067 1.43743 -3.4 -0.8 2.0
S -1.49596 1.95951 0.04930 0.3 -0.6 -0.8
C -1.83457 3.17238 2.61160 1.5 -1.4 -2.6
C -3.13265 2.76958 2.94688 -2.0 -0.2 1.1
C -3.64759 3.05929 4.21311 0.1 -0.8 -2.3
C -2.86143 3.75172 5.16443 0.6 0.4 0.4
C -1.56016 4.14797 4.83601 0.5 0.3 -0.2
C -1.08226 3.86902 3.56964 0.7 1.3 2.2
H -3.71363 2.23857 2.19343 0.0 0.1 0.3
H -4.65827 2.74636 4.47045 0.3 0.1 -0.1
H -3.27370 3.96368 6.14215 0.1 0.0 0.0
H -0.91817 4.66874 5.55611 -0.4 -0.2 -0.3

Record 4
12
Properties=species:S:1:pos:R:3:forces:R:3 method="wB97M-V/def2-TZVPD" fmax_ev_per_a=4.205 e_lumo_ev=0.594 smiles="C=[S@H](=O)NC" homo_lumo_gap_ha=0.3563 e_above_lowest_ev=4.808
C -1.48457 -1.31744 -0.19690 0.4 1.4 -2.6
C 1.52421 0.29664 -0.26386 1.1 -3.0 -0.6
N 0.56664 0.74357 0.71563 -1.4 1.7 -0.6
O -1.74194 1.35120 -0.22732 0.6 -0.9 -0.7
S -1.02345 0.18507 0.29405 -1.9 1.2 3.5
H -1.46512 -1.31469 -1.32450 -0.3 0.1 1.0
H -0.86554 -2.09821 0.14311 0.7 -1.0 0.9
H 2.56102 0.29663 0.05244 0.1 0.3 0.9
H 1.34945 -0.87789 -0.42581 0.1 2.6 0.2
H 1.61502 0.74745 -1.23955 -0.9 0.5 -0.4
H 0.32507 1.81686 0.81681 1.3 -2.5 -0.6
H -1.36079 0.17081 1.65589 0.3 -0.3 -1.0

Record 5
84
Properties=species:S:1:pos:R:3:forces:R:3 method="wB97M-V/def2-TZVPD" fmax_ev_per_a=4.011 e_lumo_ev=-2.996 homo_lumo_gap_ha=0.2917 total_charge=+1
Mg 15.83399 -26.61632 4.46718 -0.9 1.0 2.1
C 14.90477 -23.86986 7.31815 -0.3 0.2 -0.7
C 14.98888 -25.37781 7.42160 -0.9 -1.1 0.6
C 13.69616 -26.12748 8.02203 1.5 0.7 -1.3
O 15.45345 -26.03494 6.27553 -0.5 0.1 -0.6
H 14.22228 -23.48291 6.56147 -0.2 -0.2 -0.2
H 15.88950 -23.51425 7.01491 0.1 0.2 0.3
H 14.57870 -23.40239 8.24726 0.3 -0.1 0.2
H 15.72980 -25.50516 8.21086 0.4 -0.3 0.4
H 14.07401 -27.13497 8.19611 -0.2 0.0 0.4
H 12.91086 -26.22265 7.27213 -0.1 0.1 -0.2
H 13.24551 -25.66788 8.90167 0.3 -0.1 0.1
C 18.54731 -23.84118 9.04888 -0.8 -0.1 0.4
C 19.73336 -22.98959 9.33885 -0.6 0.0 0.8
O 19.72620 -22.01561 8.30793 0.7 0.0 -0.5
H 17.71240 -23.14656 8.95660 -0.3 -0.5 -0.4
H 18.27716 -24.51480 9.86211 0.3 -0.1 0.0
H 18.73797 -24.41525 8.14213 -0.3 0.0 -0.1
H 20.57948 -23.67042 9.43192 0.7 0.6 -0.3
H 19.58450 -22.43431 10.26492 0.2 -0.4 0.4
H 20.21175 -21.24743 8.61732 0.2 0.1 -0.1
C 13.81041 -23.18037 3.76262 0.2 0.5 -0.8
C 13.44264 -24.62776 4.05321 -1.3 0.7 0.1
O 14.35948 -25.48706 3.40126 1.2 -0.8 -0.4
H 14.86906 -22.95164 3.63994 0.4 -0.4 0.8
H 13.37314 -22.37009 4.34599 -0.2 -0.4 0.3
H 13.50289 -23.01039 2.73081 -0.5 0.2 -0.1
H 12.52353 -24.80672 3.49527 -0.5 0.0 0.5
H 13.28834 -24.98457 5.07153 0.5 0.4 0.0
H 14.20516 -25.28289 2.47600 0.4 -0.4 -0.4
C 18.41174 -19.81467 6.17176 0.6 0.9 -0.4
C 17.54965 -19.77239 7.41704 1.2 3.4 -0.8
O 16.98252 -20.92574 7.72184 -1.7 -3.4 1.2
H 17.87541 -19.86329 5.22408 -0.2 -0.2 0.1
H 19.18790 -20.57969 6.19288 -0.3 -0.5 0.2
H 19.01352 -18.90642 6.13925 -0.1 0.3 -0.1
H 16.74243 -19.03996 7.40868 -0.2 0.2 -0.9
H 18.14801 -19.29698 8.19424 0.5 -0.5 0.7
H 17.63371 -21.52083 8.10057 0.3 -0.1 -0.1
C 11.24331 -23.48685 7.49401 2.3 0.6 0.3
C 10.60268 -24.64578 6.85966 -1.6 -0.9 0.6
O 9.36707 -24.13001 6.37989 -0.5 0.0 -0.3
H 11.98866 -23.78760 8.23028 0.2 -0.2 0.0
H 10.58403 -22.82504 8.05566 -0.3 -0.1 -0.6
H 11.81496 -22.98721 6.71192 -0.2 0.8 0.2
H 10.44585 -25.39002 7.64044 -0.6 -0.3 0.0
H 11.15946 -25.20864 6.11049 0.3 0.5 -0.4
H 9.08615 -24.43779 5.51505 0.3 -0.4 0.1
C 11.30728 -28.30462 8.77148 -0.7 -0.1 0.8
C 10.69076 -27.30703 9.81730 3.1 -1.0 -0.8
O 9.33871 -27.21218 9.83720 -2.0 0.3 -0.4
H 10.97273 -28.17763 7.74190 -0.3 0.4 0.0
H 11.07708 -29.33677 9.03561 -0.1 0.0 0.1
H 12.39405 -28.22306 8.75161 -0.1 0.1 0.3
H 11.16331 -26.34764 9.60668 0.1 0.4 0.0
H 10.99176 -27.61108 10.81983 0.7 -0.2 0.1
H 9.20835 -26.52745 10.49732 -0.8 0.0 0.0
C 18.16376 -27.81387 7.06160 0.3 -0.4 0.8
C 17.36388 -28.69455 6.10827 0.4 0.4 1.3
O 17.27615 -27.88519 4.94227 -0.2 -0.4 -1.9
H 18.66567 -28.38250 7.84446 -0.3 0.0 0.2
H 17.53352 -27.02979 7.48125 -0.2 -0.2 0.1
H 18.97043 -27.27231 6.56754 0.0 -0.3 -0.4
H 16.36511 -28.92333 6.48008 -0.1 0.6 -0.1
H 17.76037 -29.68725 5.89511 0.6 0.2 -0.2
H 18.01805 -28.06831 4.36119 0.2 0.0 0.1
C 19.32436 -24.05483 4.35990 0.0 0.3 0.4
C 17.97887 -24.35028 5.03639 3.1 0.3 1.8
O 17.20148 -25.05855 4.15688 -2.2 -0.6 -1.9
H 19.83208 -24.96798 4.04929 -0.1 -0.1 0.1
H 19.97935 -23.51296 5.04214 0.0 0.0 0.1
H 19.23316 -23.42990 3.47150 -0.3 0.1 0.0
H 17.55559 -23.44785 5.47748 -0.5 0.1 -0.5
H 18.13708 -25.01302 5.88717 0.1 0.0 0.1
H 16.82183 -24.39250 3.57907 -0.2 -0.1 -0.5
C 12.26327 -28.96062 4.04799 0.5 0.6 0.9
C 13.32829 -28.45000 5.05567 -0.3 -0.1 -1.2
O 14.67911 -28.35333 4.41322 -1.3 -0.1 0.5
H 12.00921 -28.15031 3.36466 0.2 -0.4 -0.4
H 11.34576 -29.21002 4.58099 0.0 0.1 0.2
H 12.58693 -29.88346 3.56663 0.1 0.2 -0.3
H 13.31794 -29.10288 5.92846 0.6 0.1 0.0
H 13.13517 -27.42364 5.36774 0.0 -0.2 0.1
H 15.00647 -29.23715 4.23070 0.0 -0.1 0.0